Computed, not measured: a cluster of 4 separate species, C49H34BFO11 in total in a non-equilibrium geometry, with ωB97M-V/def2-TZVPD.

CARTESIAN COORDINATES (ANGSTROEM)
1 C 2.709 -4.519 3.719
2 C 3.254 -3.009 3.626
3 B 2.346 -2.015 2.714
4 O 2.828 -1.729 1.361
5 C 0.971 -1.269 3.171
6 O 0.882 -0.702 4.506
7 C -0.449 -0.113 4.472
8 O -0.787 1.024 4.821
9 O -1.230 -1.171 3.892
10 C -0.459 -1.942 2.901
11 C -0.706 -3.493 3.234
12 C -2.081 -3.897 2.468
13 O -3.217 -3.604 2.879
14 F -2.002 -4.651 1.261
15 H 3.502 -5.251 4.128
16 H 1.790 -4.591 4.419
17 H 2.314 -4.847 2.684
18 H 4.315 -3.008 3.165
19 H 3.396 -2.557 4.684
20 H 3.356 -0.894 1.478
21 H 0.937 -0.360 2.453
22 H -1.020 -1.726 1.932
23 H 0.086 -4.206 2.830
24 H -0.944 -3.651 4.351
25 O 6.345 -2.825 -5.661
26 C 6.206 -2.380 -4.535
27 C 4.935 -1.735 -4.133
28 C 3.882 -1.657 -5.046
29 C 2.672 -1.089 -4.662
30 C 2.509 -0.598 -3.369
31 C 3.561 -0.659 -2.464
32 C 4.779 -1.222 -2.845
33 C 5.899 -1.265 -1.878
34 O 5.780 -0.768 -0.771
35 C 7.163 -1.928 -2.274
36 C 8.214 -2.008 -1.359
37 C 9.392 -2.657 -1.709
38 C 9.525 -3.229 -2.972
39 C 8.485 -3.139 -3.891
40 C 7.302 -2.483 -3.546
41 H 4.001 -2.043 -6.054
42 H 1.851 -1.033 -5.371
43 H 1.560 -0.167 -3.068
44 H 3.428 -0.270 -1.460
45 H 8.115 -1.568 -0.371
46 H 10.207 -2.721 -0.995
47 H 10.442 -3.744 -3.242
48 H 8.596 -3.584 -4.875
49 O -0.607 6.162 4.673
50 C -1.778 6.336 4.379
51 C -2.626 5.195 3.963
52 C -2.084 3.909 3.929
53 C -2.884 2.827 3.579
54 C -4.227 3.025 3.262
55 C -4.765 4.307 3.278
56 C -3.964 5.396 3.623
57 C -4.541 6.759 3.620
58 O -5.696 6.941 3.270
59 C -3.699 7.896 4.054
60 C -4.243 9.181 4.090
61 C -3.470 10.251 4.528
62 C -2.153 10.041 4.932
63 C -1.605 8.764 4.884
64 C -2.375 7.689 4.440
65 H -1.041 3.748 4.180
66 H -2.463 1.829 3.557
67 H -4.854 2.178 3.001
68 H -5.810 4.455 3.026
69 H -5.270 9.350 3.781
70 H -3.896 11.249 4.559
71 H -1.554 10.875 5.284
72 H -0.577 8.609 5.198
73 O -1.553 -2.152 -2.466
74 C -2.528 -2.113 -3.199
75 C -2.361 -2.054 -4.669
76 C -1.077 -2.065 -5.217
77 C -0.911 -2.051 -6.597
78 C -2.024 -2.027 -7.435
79 C -3.304 -1.998 -6.891
80 C -3.475 -2.006 -5.507
81 C -4.840 -1.957 -4.937
82 O -5.812 -1.860 -5.667
83 C -5.008 -2.036 -3.468
84 C -6.292 -2.028 -2.920
85 C -6.461 -2.135 -1.544
86 C -5.351 -2.252 -0.711
87 C -4.070 -2.246 -1.253
88 C -3.895 -2.132 -2.633
89 H -0.206 -2.090 -4.570
90 H 0.088 -2.064 -7.022
91 H -1.894 -2.028 -8.512
92 H -4.167 -1.974 -7.549
93 H -7.162 -1.942 -3.564
94 H -7.460 -2.133 -1.120
95 H -5.484 -2.345 0.362
96 H -3.209 -2.334 -0.597

Summary:
Total energy: -2840.03978 Eh
Net charge: 0
Gap between HOMO and LUMO: 8.41 eV
HOMO energy: -9.55 eV